No. 1
The following is a DFT calculation (ωB97M-V/def2-TZVPD) of an isolated ion of composition C21H26NO3 and charge +1.

energy relative to the best compared isomer or geometry (same formula, charge and spin)	10.6	kJ/mol
multiplicity	1
HOMO	-10.8887	eV
total charge	+1

XYZ file:
```
51
Properties=species:S:1:pos:R:3:forces:R:3
C -0.95733 2.71575 -2.58297 0.1946 -0.0801 -0.0763
C 0.13781 1.90784 -1.90604 -0.7145 0.4923 0.4692
H -0.32450 1.10552 -1.32762 0.1728 -0.0313 -0.0043
H 0.66826 2.55223 -1.20710 0.0675 -0.1720 -0.0586
N 1.13850 1.27510 -2.81917 0.0786 0.0049 -0.0693
C 0.44779 0.31065 -3.70461 -0.4390 -0.5070 -0.5300
H 1.17789 -0.27197 -4.26394 0.0973 0.0932 0.0889
H -0.19082 0.83237 -4.41314 0.0737 0.0865 0.0720
H -0.16508 -0.36849 -3.11413 0.0720 0.0722 0.1190
C 2.14347 0.48649 -2.03402 0.4477 -0.4033 0.6916
H 1.72138 -0.50295 -1.83973 -0.0038 0.1871 -0.1701
H 3.02575 0.35558 -2.66266 -0.1031 0.0183 -0.0839
C 2.60862 1.01919 -0.67261 0.1851 -0.1283 -0.1872
H 2.90790 2.06594 -0.68433 -0.0073 -0.1184 -0.0256
H 3.46992 0.40089 -0.38969 -0.0962 0.1506 -0.1539
O 1.62656 0.92459 0.34781 -0.1032 0.1687 0.2451
C 1.30806 -0.32388 0.76942 0.1635 -0.0294 -0.1806
O 1.77451 -1.30577 0.26293 0.0836 -0.0299 0.0557
C 0.26113 -0.28758 1.87019 -0.0532 -0.2192 -0.1152
C -0.95038 0.41947 1.31330 -0.0673 -0.2903 0.0457
C -1.13087 1.79009 1.42310 -0.1944 0.0005 -0.0995
C -2.21923 2.40502 0.83026 0.0812 0.1241 0.0741
C -3.13290 1.64848 0.11019 0.0157 -0.0596 0.0003
C -2.97680 0.28025 0.00648 0.1324 -0.2247 -0.0104
C -1.89240 -0.34312 0.62055 -0.0179 0.5440 0.1066
O -1.80376 -1.69770 0.52325 0.0288 -0.0381 -0.1921
C -1.07463 -2.35092 1.49185 0.2358 -0.2611 0.5602
C -0.09426 -1.70369 2.23750 -0.1829 0.1708 -0.1398
C 0.56958 -2.40210 3.23370 -0.1286 -0.0942 -0.0627
C 0.27317 -3.73146 3.47252 0.1165 0.0100 0.0870
C -0.68665 -4.37518 2.70759 0.0010 0.0419 -0.0358
C -1.36906 -3.68830 1.72216 -0.0313 0.2566 -0.1897
H -2.13048 -4.16514 1.12612 -0.1087 -0.0585 -0.0578
H -0.91185 -5.41498 2.88505 -0.0353 -0.0960 0.0203
H 0.79691 -4.26762 4.24790 0.0449 -0.0554 0.0777
H 1.32753 -1.89977 3.81615 0.0949 0.0585 0.0693
H -3.69178 -0.32947 -0.52217 -0.1129 -0.0867 -0.0521
H -3.98380 2.12325 -0.35344 -0.1036 0.0425 -0.0390
H -2.35973 3.46941 0.93678 -0.0257 0.1201 0.0186
H -0.41159 2.37227 1.97862 0.0988 0.0703 0.0726
H 0.67891 0.26667 2.71568 -0.0441 -0.0392 -0.0451
C 1.80647 2.27591 -3.70897 0.3690 0.6515 -0.3937
C 2.64255 3.34433 -3.02474 -0.1213 -0.1899 0.0140
H 3.53887 2.93501 -2.56911 0.0819 -0.0013 0.0612
H 2.07758 3.90173 -2.28369 -0.0336 0.0805 0.1003
H 2.96240 4.05075 -3.78740 0.0076 0.0132 -0.0522
H 1.02301 2.75747 -4.29502 0.0002 -0.1876 0.0462
H 2.44181 1.71770 -4.40039 -0.1650 -0.1095 0.0658
H -1.55144 2.12281 -3.27128 -0.0889 -0.0322 -0.0830
H -0.57421 3.59221 -3.09723 0.0179 0.0990 -0.0813
H -1.62617 3.06194 -1.79862 0.0186 -0.0142 0.0277
```
Forces are in eV/Å.

Taken from the Löwdin analysis, the atomic charges in e are:
1 C -0.031
2 C -0.160
3 H 0.125
4 H 0.126
5 N -0.277
6 C 0.013
7 H 0.122
8 H 0.109
9 H 0.125
10 C -0.069
11 H 0.132
12 H 0.152
13 C -0.121
14 H 0.124
15 H 0.151
16 O -0.009
17 C -0.405
18 O 0.161
19 C -0.089
20 C -0.117
21 C -0.024
22 C -0.091
23 C -0.084
24 C 0.013
25 C -0.199
26 O 0.079
27 C -0.183
28 C -0.120
29 C -0.014
30 C -0.068
31 C -0.062
32 C 0.016
33 H 0.123
34 H 0.110
35 H 0.108
36 H 0.122
37 H 0.125
38 H 0.113
39 H 0.110
40 H 0.125
41 H 0.171
42 C -0.166
43 C -0.041
44 H 0.080
45 H 0.086
46 H 0.098
47 H 0.126
48 H 0.140
49 H 0.086
50 H 0.084
51 H 0.075


No. 2
The following is a DFT calculation (ωB97M-V/def2-TZVPD) of the molecule C21H26O3S at a distorted geometry.

energy relative to the best compared isomer or geometry (same formula, charge and spin)	0.0	kJ/mol
multiplicity	1
HOMO	-8.0392	eV
total charge	0

XYZ file:
```
51
Properties=species:S:1:pos:R:3:forces:R:3
C 0.59733 -0.26045 -2.58831 0.9758 0.0787 -0.1435
C -0.11266 -0.95945 -1.45971 -1.3993 0.0707 -0.6718
C -1.48423 -0.35420 -1.11306 -0.5835 0.9350 0.4973
C -2.64462 -1.17005 -1.11649 0.0837 0.0594 -0.0643
C -2.60818 -2.61775 -1.45884 0.0095 -0.5298 -0.0957
C -3.89500 -0.64896 -0.82853 -0.5234 1.0483 0.0423
C -4.05481 0.71032 -0.54427 0.2564 0.5614 0.1637
C -5.39939 1.32508 -0.29852 -0.2797 -0.1020 0.3569
C -2.93726 1.53793 -0.46101 0.2903 -0.6294 -0.5184
C -1.67734 1.01429 -0.81491 0.1342 0.4729 0.2486
C -0.54713 2.01851 -0.86878 0.6202 0.2513 0.0071
H 1.38757 -0.91133 -2.94852 0.2003 -0.0504 -0.2463
H -0.00880 0.03016 -3.40953 -0.8044 0.0695 -0.7258
H 1.08754 0.65459 -2.22909 -0.1335 -0.3406 -0.1083
H -0.39743 -2.01631 -1.69775 0.5180 0.9793 -0.3505
H -3.56515 -3.10597 -1.30442 -0.1631 0.1148 0.2029
H -2.37114 -2.80183 -2.49887 0.2396 0.0930 -0.3879
H -1.87920 -3.14204 -0.86650 0.3364 -0.4048 0.3356
H -4.82050 -1.24882 -0.82459 0.7483 0.0075 -0.1527
H -5.27916 2.37832 0.00493 -0.2298 -0.4316 -0.1715
H -6.08039 1.25884 -1.16155 0.3359 0.0683 0.1933
H -5.86520 0.77068 0.51982 -0.2502 0.2022 0.0309
H -3.04111 2.60548 -0.16228 0.1197 -0.9267 -0.4131
H -0.87957 3.02826 -0.55135 0.1422 -0.6876 0.0913
H 0.31716 1.69030 -0.24311 -0.5816 0.4623 -0.4903
H -0.19640 2.16092 -1.91146 -0.1488 -0.1331 0.5843
C 5.35910 0.28758 -1.64200 0.7958 -0.3667 0.0660
C 3.98163 0.71475 -1.27906 0.0158 0.6715 0.3462
O 3.22358 -0.47312 -0.97080 -0.4800 -0.5192 -0.5707
C 2.19777 -0.22378 -0.15078 -1.0860 2.2747 -0.3115
C 0.97221 -1.18469 -0.41928 2.3080 -0.6537 1.9461
S 0.08152 -1.72032 1.05788 -2.5061 -0.6451 1.7692
C 0.59345 -0.77460 2.52670 1.0737 0.3927 -0.9085
C 0.11876 0.54091 2.59869 -0.9104 -0.5012 0.0832
C 0.60361 1.38123 3.59970 -0.2774 -0.1123 0.0253
C 1.53121 0.89988 4.53183 -0.0497 0.9815 -0.8050
C 1.92620 -0.41179 4.46472 0.3731 -0.5780 0.3964
C 1.49991 -1.25930 3.46291 -1.0121 -0.6794 -0.1653
O 0.23890 -3.19883 1.27951 0.8432 0.6116 -0.1466
O 2.23026 0.79296 0.53409 -1.0878 -1.9553 -0.2555
H 5.87125 1.08076 -2.17542 0.1380 0.1846 -0.0159
H 5.90464 0.08748 -0.70834 0.0401 -0.1212 -0.4259
H 5.38967 -0.60419 -2.27566 -0.1305 0.1235 0.0999
H 4.01711 1.29255 -0.34442 0.0086 0.1223 -0.7063
H 3.47093 1.31938 -2.07850 0.2106 -0.7757 0.6929
H 1.42128 -2.11882 -0.78114 0.3372 0.1571 0.4301
H -0.75740 0.79766 1.95736 1.0553 0.1570 0.3259
H 0.21329 2.39441 3.67986 0.1691 -0.1740 -0.0428
H 2.01254 1.58216 5.23069 -0.3949 -0.2009 0.0919
H 2.57278 -0.81163 5.22484 0.2729 -0.0441 0.1874
H 1.68083 -2.33719 3.51329 0.3806 0.4120 -0.3208
```
Forces are in eV/Å.

Taken from the Löwdin analysis, the atomic charges in e are:
1 C -0.043
2 C -0.318
3 C -0.128
4 C -0.217
5 C -0.048
6 C -0.009
7 C -0.278
8 C -0.060
9 C -0.013
10 C -0.207
11 C -0.041
12 H 0.095
13 H 0.087
14 H 0.064
15 H 0.131
16 H 0.081
17 H 0.089
18 H 0.068
19 H 0.127
20 H 0.077
21 H 0.086
22 H 0.080
23 H 0.121
24 H 0.085
25 H 0.070
26 H 0.084
27 C -0.074
28 C -0.227
29 O -0.009
30 C -0.423
31 C -0.281
32 S 1.014
33 C -0.353
34 C -0.091
35 C -0.067
36 C -0.080
37 C -0.095
38 C -0.068
39 O -0.506
40 O 0.071
41 H 0.077
42 H 0.089
43 H 0.084
44 H 0.120
45 H 0.144
46 H 0.136
47 H 0.120
48 H 0.107
49 H 0.107
50 H 0.103
51 H 0.119


No. 3
The following is a DFT calculation (ωB97M-V/def2-TZVPD) of C21H27AuN3O2Si as an isolated structure at a distorted geometry.

energy relative to the best compared isomer or geometry (same formula, charge and spin)	22.7	kJ/mol
multiplicity	3
HOMO (spin up / spin down)	-10.8245 / -11.4071	eV
total charge	+1

XYZ file:
```
55
Properties=species:S:1:pos:R:3:forces:R:3
Au 0.64010 -0.17108 -0.01195 -0.5492 -0.4698 -0.3089
N 2.77902 -1.26882 -0.50765 -0.0387 0.2169 0.0996
C 3.83536 -0.35345 -0.93768 -0.1768 -0.0365 -0.1151
C 4.21772 0.65314 0.11955 0.4812 0.1113 0.2382
C 3.15937 1.88899 0.25879 -1.5870 -0.4339 -0.8920
O 3.66672 2.77728 0.93055 0.5421 0.0709 0.2728
O 2.07572 1.73174 -0.30894 0.9393 0.4833 0.3530
H 3.03673 -1.75695 0.34323 0.0691 -0.1103 -0.0647
H 2.58620 -1.96080 -1.22292 -0.0475 0.0240 -0.0380
H 3.50650 0.14989 -1.84680 0.0267 -0.0244 -0.0138
H 4.75782 -0.89744 -1.17523 0.0513 0.0768 0.0101
H 5.16948 1.12534 -0.10830 0.0403 -0.0756 0.0485
H 4.26243 0.22169 1.12065 0.0341 0.0657 0.0120
C -1.69696 3.92516 -3.92880 0.0215 0.0661 -0.0157
C -2.26610 2.75350 -4.40749 -0.0496 -0.0910 -0.0515
C -1.98885 1.54404 -3.78936 0.0428 0.0114 -0.0316
C -1.13234 1.49400 -2.68765 0.1628 -0.3375 0.4720
C -0.56633 2.67575 -2.21571 -0.0782 0.0794 -0.1221
C -0.84795 3.88760 -2.83423 0.0425 -0.0289 0.0628
Si -0.84124 -0.19621 -1.90190 0.1406 0.2734 -0.7137
C 0.01402 -1.32252 -3.14263 -0.2316 0.1442 0.4841
C -0.48180 -2.60405 -3.39055 0.0771 -0.0408 0.0045
C 0.11464 -3.41857 -4.34307 -0.0453 -0.0653 0.0327
C 1.22182 -2.96780 -5.04711 -0.0177 -0.0174 -0.0045
C 1.73413 -1.70015 -4.79900 0.0719 0.0725 0.0046
C 1.13510 -0.88470 -3.85195 0.0489 0.0435 -0.0393
H -1.91321 4.86878 -4.41299 -0.0137 -0.0110 0.0047
H -2.92762 2.77753 -5.26392 0.0058 0.0257 0.0080
H -2.43512 0.63319 -4.17464 -0.0248 0.0172 -0.0115
H 0.10060 2.65791 -1.36690 0.0587 -0.0022 0.1046
H -0.40443 4.79895 -2.45354 -0.0111 0.0061 -0.0362
H -2.14419 -0.80456 -1.55090 0.0524 -0.0961 0.1835
H -1.34573 -2.96453 -2.84348 -0.0036 -0.0009 -0.0226
H -0.28960 -4.40445 -4.53382 0.0217 0.0074 -0.0295
H 1.68045 -3.59949 -5.79656 0.0072 -0.0025 0.0108
H 2.59192 -1.34174 -5.35434 -0.0116 -0.0215 -0.0122
H 1.52190 0.11598 -3.68141 -0.0154 -0.0010 -0.0267
N 0.24501 -0.92148 2.03409 -0.0692 0.1160 0.2321
C -0.36151 -0.84282 3.02194 0.1443 -0.0309 -0.1136
N -1.04319 -0.77538 4.12347 -0.1168 -0.0663 -0.0086
C -0.43816 -0.32383 5.38491 0.0137 0.2108 0.1774
C -1.40864 0.59469 6.11774 -0.0603 -0.1593 0.0043
C -2.75509 -0.10434 6.30920 0.0119 0.1044 -0.1342
C -3.33271 -0.51052 4.95284 0.1302 -0.0585 0.1094
C -2.36113 -1.42720 4.21975 -0.2534 0.0517 0.0408
H 0.49815 0.18528 5.16413 0.0126 -0.0516 -0.0572
H -0.22283 -1.20256 6.00108 0.0458 -0.0173 -0.0456
H -1.54648 1.51097 5.53898 0.0219 0.0229 0.0090
H -0.97534 0.87005 7.07991 0.0250 0.0021 -0.0156
H -3.44978 0.55117 6.83384 0.0050 -0.0159 0.0134
H -2.61711 -0.99643 6.92791 -0.0274 0.0087 0.0387
H -3.51568 0.38049 4.34774 -0.0301 -0.0072 -0.0213
H -4.28256 -1.03185 5.07604 0.0015 -0.0028 -0.0251
H -2.71225 -1.65309 3.21468 0.0685 -0.0211 -0.0166
H -2.24695 -2.36627 4.77041 0.0405 -0.0150 -0.0440
```
Forces are in eV/Å.

Taken from the Löwdin analysis, the atomic charges in e are:
1 Au 0.697
2 N -0.024
3 C -0.249
4 C -0.024
5 C -0.546
6 O 0.259
7 O -0.027
8 H 0.091
9 H 0.088
10 H 0.120
11 H 0.134
12 H 0.128
13 H 0.132
14 C -0.077
15 C -0.077
16 C -0.107
17 C -0.339
18 C -0.114
19 C -0.078
20 Si 0.658
21 C -0.356
22 C -0.112
23 C -0.076
24 C -0.073
25 C -0.081
26 C -0.122
27 H 0.108
28 H 0.108
29 H 0.105
30 H 0.066
31 H 0.106
32 H -0.025
33 H 0.096
34 H 0.108
35 H 0.109
36 H 0.107
37 H 0.102
38 N 0.062
39 C -0.240
40 N -0.082
41 C -0.127
42 C -0.174
43 C -0.195
44 C -0.174
45 C -0.124
46 H 0.129
47 H 0.133
48 H 0.121
49 H 0.119
50 H 0.116
51 H 0.118
52 H 0.121
53 H 0.120
54 H 0.130
55 H 0.133


No. 4
The following is a DFT calculation (ωB97M-V/def2-TZVPD) of C21H27BN8OZr as an isolated structure.

multiplicity	2
HOMO (spin up / spin down)	-18.2210 / -18.2198	eV
total charge	+3

XYZ file:
```
59
Properties=species:S:1:pos:R:3:forces:R:3
Zr 0.15468 0.10926 0.05661 0.3986 0.0501 0.1588
C -3.68755 -1.27830 -1.84010 -0.0249 0.0095 -0.0155
C -2.66232 -0.37724 -1.62099 0.0367 -0.0373 0.0160
N -1.73907 -0.88746 -0.78659 -0.1430 0.1044 -0.0852
N -2.18096 -2.14254 -0.46295 0.0098 0.0068 -0.0321
C -3.34828 -2.38331 -1.08916 0.0362 -0.0081 0.0434
B -1.28460 -2.89788 0.52263 -0.0295 -0.1263 0.0323
N 0.12110 -3.03690 -0.12716 -0.0244 0.0355 -0.0114
C 0.73860 -4.14269 -0.58389 -0.0059 -0.0051 -0.0429
C 1.88226 -3.78332 -1.26446 0.0184 -0.0139 0.0037
C 1.91103 -2.40260 -1.18396 -0.0316 0.0359 -0.0198
N 0.84183 -1.94508 -0.51511 -0.0551 0.0298 0.2294
N -1.26583 -2.08339 1.84758 0.0066 0.0568 -0.0215
C -1.86290 -2.34819 3.02544 -0.0597 0.0405 0.0121
C -1.79986 -1.23520 3.83610 0.0021 -0.0103 0.0141
C -1.13486 -0.29162 3.07279 -0.0130 0.0316 -0.0535
N -0.82398 -0.79068 1.86759 0.1613 -0.1479 -0.0587
N -1.74666 -4.35338 0.88067 -0.0103 -0.1415 0.0619
C -1.23176 -5.16696 1.76019 0.1951 0.3291 0.0284
C -1.93929 -6.41386 1.68514 -0.1739 -0.2593 -0.0316
C -2.90349 -6.20007 0.64580 0.1615 0.0718 0.1065
N -2.79486 -5.00181 0.16867 -0.1536 0.0212 -0.1597
H -4.55793 -1.15321 -2.46057 0.0042 -0.0001 0.0040
H -2.54579 0.61076 -2.02778 -0.0210 -0.0047 -0.0151
H -3.85894 -3.32003 -0.97133 -0.0113 -0.0231 0.0010
H 0.33648 -5.12830 -0.42453 0.0001 0.0070 -0.0053
H 2.59146 -4.43392 -1.74659 0.0001 0.0096 0.0031
H 2.64903 -1.72316 -1.57746 0.0101 -0.0097 0.0010
H -2.32371 -3.29844 3.23193 -0.0069 -0.0007 -0.0050
H -2.18217 -1.12901 4.83678 0.0069 0.0041 -0.0072
H -0.87059 0.72068 3.33549 0.0063 -0.0035 0.0122
H -0.40459 -4.90486 2.40650 -0.0201 0.0219 -0.0132
H -1.76507 -7.29404 2.28806 -0.0146 -0.0032 -0.0244
H -3.63908 -6.89323 0.26480 -0.0115 0.0166 -0.0080
C 1.37394 1.84966 1.42029 -0.0909 0.0110 -0.0487
C 1.73106 0.59678 1.97583 -0.0822 -0.0349 -0.0496
C 2.46821 -0.11392 1.01381 -0.0803 -0.0284 -0.0978
C 2.57324 0.70110 -0.14338 -0.0048 -0.0933 -0.0661
C 1.91806 1.91969 0.11920 -0.2275 -0.0154 -0.0193
H 0.84032 2.63876 1.92889 0.0655 0.0426 0.0160
H 1.50114 0.24878 2.96889 0.0567 0.0216 0.0265
H 2.88008 -1.10181 1.14130 0.0798 0.0329 0.0200
H 3.11733 0.46767 -1.04664 0.0645 0.0125 0.0353
H 1.84149 2.75598 -0.55832 0.0649 0.0418 0.0359
C -1.97057 2.41645 0.53565 -0.0493 0.0130 -0.0378
C -1.34652 2.82539 -0.77680 -0.0336 -0.0867 0.0077
O -0.60897 1.67860 -1.30947 -0.0675 0.0180 0.0495
C -0.10982 1.87885 -2.67011 0.0583 -0.0557 -0.0152
C 0.49356 0.58068 -3.14519 -0.0407 0.0203 0.0063
H -2.51507 3.26014 0.96118 0.0045 -0.0020 0.0076
H -1.21678 2.15627 1.28965 0.0194 -0.0318 -0.0112
H -2.68051 1.59731 0.41416 -0.0123 0.0095 -0.0091
H -0.65143 3.66013 -0.67670 0.0171 -0.0027 0.0204
H -2.10690 3.08477 -1.51349 0.0008 0.0386 -0.0034
H 0.61406 2.69438 -2.64540 0.0064 0.0076 -0.0024
H -0.95715 2.18020 -3.28627 -0.0135 0.0093 0.0100
H 1.33112 0.27090 -2.50706 0.0008 -0.0127 -0.0025
H 0.91474 0.70964 -4.14218 0.0165 0.0151 0.0039
H -0.24975 -0.21474 -3.20359 0.0034 -0.0177 0.0062
```
Forces are in eV/Å.

Taken from the Löwdin analysis, the atomic charges in e are:
1 Zr 1.833
2 C 0.018
3 C -0.099
4 N -0.073
5 N 0.031
6 C -0.004
7 B -0.595
8 N 0.029
9 C -0.011
10 C 0.023
11 C -0.087
12 N -0.089
13 N 0.028
14 C -0.017
15 C 0.022
16 C -0.091
17 N -0.087
18 N 0.067
19 C 0.012
20 C 0.171
21 C -0.025
22 N 0.179
23 H 0.130
24 H 0.116
25 H 0.118
26 H 0.137
27 H 0.133
28 H 0.124
29 H 0.136
30 H 0.133
31 H 0.130
32 H 0.170
33 H 0.149
34 H 0.152
35 C -0.144
36 C -0.141
37 C -0.139
38 C -0.162
39 C -0.130
40 H 0.133
41 H 0.125
42 H 0.131
43 H 0.126
44 H 0.132
45 C -0.047
46 C -0.179
47 O -0.414
48 C -0.183
49 C -0.039
50 H 0.121
51 H 0.041
52 H 0.086
53 H 0.143
54 H 0.144
55 H 0.139
56 H 0.144
57 H 0.048
58 H 0.118
59 H 0.086


Number 1: DFT total energy -1096.0847 a.u.. Number 2: DFT total energy -1439.6431 a.u.. Number 3: DFT total energy -1556.0437 a.u.. Number 4: DFT total energy -1400.7810 a.u..